(1)
The following is a DFT calculation (the ωB97M-V functional and the def2-TZVPD basis) of 9 unconnected molecules or ions with the total composition C12H42FN17O8P at a distorted geometry.

Computed properties:
* E_LUMO: 1.48 eV

```
! RIJCOSX wB97M-V def2-TZVPD def2/J DEFGRID3
* xyz -1 1
C -0.154 -0.780 1.230
C 1.139 -0.398 2.160
F 2.009 0.501 1.366
C 0.774 0.255 3.624
C -0.275 -0.709 4.443
P 0.320 -1.110 6.218
N 0.276 -2.752 6.399
H -0.366 -0.014 0.349
H 0.108 -1.822 0.708
H -1.160 -0.937 1.807
H 1.764 -1.385 2.353
H 1.795 0.288 4.237
H 0.394 1.384 3.547
H -1.270 -0.052 4.510
H -0.626 -0.596 7.198
H 1.655 -0.589 6.503
H -0.031 -3.200 5.502
C -1.485 2.808 5.980
O -0.765 1.843 5.775
N -2.344 2.868 7.014
N -1.484 3.897 5.191
H -2.944 3.653 7.200
H -2.376 2.068 7.633
H -0.852 3.893 4.401
H -2.069 4.701 5.344
C -2.049 -1.518 10.205
O -1.730 -0.415 9.790
N -3.330 -1.877 10.406
N -1.149 -2.473 10.500
H -3.613 -2.780 10.747
H -4.040 -1.187 10.197
H -0.173 -2.244 10.363
H -1.392 -3.387 10.843
C 3.031 -0.732 -2.714
O 3.767 -1.245 -3.542
N 1.926 -0.042 -3.051
N 3.259 -0.811 -1.390
H 1.308 0.387 -2.383
H 1.718 0.041 -4.037
H 4.080 -1.321 -1.094
H 2.664 -0.396 -0.693
C -1.132 2.796 -0.971
O -0.412 1.831 -1.176
N -1.990 2.856 0.063
N -1.131 3.885 -1.760
H -2.591 3.641 0.248
H -2.023 2.056 0.682
H -0.499 3.881 -2.550
H -1.716 4.689 -1.607
C -0.079 -3.456 -4.336
O -1.176 -3.645 -4.837
N 0.602 -2.305 -4.490
N 0.547 -4.380 -3.586
H 1.506 -2.131 -4.085
H 0.166 -1.583 -5.047
H 0.069 -5.260 -3.446
H 1.450 -4.243 -3.165
C 3.011 0.921 -6.456
O 2.011 0.879 -5.757
N 4.250 0.735 -5.965
N 2.964 1.158 -7.780
H 5.085 0.766 -6.525
H 4.329 0.554 -4.973
H 2.051 1.304 -8.189
H 3.777 1.196 -8.372
C -2.714 6.551 -3.690
O -1.978 5.580 -3.620
N -2.517 7.666 -2.963
N -3.788 6.594 -4.499
H -3.112 8.476 -3.006
H -1.720 7.675 -2.340
H -3.972 5.775 -5.064
H -4.405 7.385 -4.570
C 1.203 -7.212 -6.815
O 1.439 -7.811 -7.852
N 1.067 -7.834 -5.630
N 1.058 -5.875 -6.764
H 0.873 -7.358 -4.766
H 1.169 -8.840 -5.624
H 1.153 -5.368 -7.635
H 0.864 -5.364 -5.920
*
```

Atomic partial charges in e from the Mulliken method, atoms 1 to 4:
1 C -0.66
2 C 0.39
3 F -0.40
4 C -0.42

***

(2)
The following is a DFT calculation (the ωB97M-V functional and the def2-TZVPD basis) of C2H4P2 in the gas phase at a distorted geometry.

Computed properties:
* energy relative to the best compared isomer or geometry (same formula, charge and spin): 177.6 kcal per mole
* E_LUMO (spin up / spin down): -0.05 / -1.40 eV

```
! RIJCOSX wB97M-V def2-TZVPD def2/J DEFGRID3
* xyz 0 3
C 0.287 1.401 0.062
C -0.479 -1.706 -0.128
P 1.054 -0.347 0.042
P -1.144 0.040 0.029
H 1.395 -0.120 -1.341
H 2.520 -0.753 0.455
H -2.431 0.764 -0.459
H -1.202 0.722 1.340
*
```

Atomic partial charges in e from the natural (NBO) method, atoms 1 to 4:
1 C -0.61
2 C -0.54
3 P 0.50
4 P 0.48

***

(3)
The following is a DFT calculation (the ωB97M-V functional and the def2-TZVPD basis) of C6H8O2 in the gas phase at a distorted geometry.

Computed properties:
* energy relative to the best compared isomer or geometry (same formula, charge and spin): 141.3 kcal per mole
* SMILES: C/C=C(\C=O)[C@H]1CO1
* E_LUMO: -0.78 eV

```
! RIJCOSX wB97M-V def2-TZVPD def2/J DEFGRID3
* xyz 0 1
C -0.920 2.123 0.302
C -0.579 0.645 -0.070
C 0.329 -0.241 0.465
C 1.401 0.152 1.475
O 1.627 1.565 1.321
C 0.279 -1.660 -0.081
C -0.122 -1.710 -1.402
O 1.218 -2.045 -1.064
H -0.167 2.802 -0.534
H -1.988 2.517 0.276
H -0.498 2.027 1.358
H -1.319 0.342 -0.811
H 2.000 -0.677 1.894
H -0.029 -2.499 0.578
H -0.330 -0.766 -1.980
H -0.901 -2.576 -1.728
*
```

Atomic partial charges in e from the natural (NBO) method, atoms 1 to 4:
1 C -0.67
2 C -0.03
3 C -0.20
4 C 0.34

***

(4)
The following is a DFT calculation (the ωB97M-V functional and the def2-TZVPD basis) of 2 unconnected molecules or ions with the total composition C4H8 at a distorted geometry.

Computed properties:
* energy relative to the best compared isomer or geometry (same formula, charge and spin): 37.1 kcal per mole
* SMILES: C=C.C=C
* E_LUMO: 1.28 eV

```
! RIJCOSX wB97M-V def2-TZVPD def2/J DEFGRID3
* xyz 0 1
C -0.900 -0.545 1.652
C -0.571 -1.802 1.368
H -0.290 0.111 2.250
H -1.911 -0.317 1.365
H 0.312 -2.272 1.759
H -1.173 -2.418 0.710
C 0.633 0.860 -2.056
C 0.837 1.488 -0.918
H -0.048 0.024 -2.134
H 0.910 1.318 -2.998
H 0.592 1.176 0.083
H 1.480 2.357 -0.917
*
```

Atomic partial charges in e from the natural (NBO) method, atoms 1 to 4:
1 C -0.40
2 C -0.37
3 H 0.20
4 H 0.20

***

(5)
The following is a DFT calculation (the ωB97M-V functional and the def2-TZVPD basis) of C3H5NO in the gas phase at a distorted geometry.

Computed properties:
* energy relative to the best compared isomer or geometry (same formula, charge and spin): 39.1 kcal per mole
* SMILES: C=NC(C)=O
* E_LUMO: 0.47 eV

```
! RIJCOSX wB97M-V def2-TZVPD def2/J DEFGRID3
* xyz 0 1
C 1.540 0.640 -1.432
N 0.448 0.399 -0.853
C 0.447 -0.432 0.561
C -0.971 -0.311 1.092
O 1.315 -1.196 0.866
H 1.506 1.322 -2.188
H 2.467 0.183 -1.177
H -1.184 -1.127 1.700
H -0.926 0.536 1.911
H -1.783 -0.175 0.329
*
```

Atomic partial charges in e from the natural (NBO) method, atoms 1 to 4:
1 C -0.02
2 N -0.50
3 C 0.71
4 C -0.73

***

(6)
The following is a DFT calculation (the ωB97M-V functional and the def2-TZVPD basis) of a molecular structure, C67H83BBr2F3N7OPbS2Si.

Computed properties:
* E_LUMO: 3.76 eV

```
! RIJCOSX wB97M-V def2-TZVPD def2/J DEFGRID3
* xyz -2 1
Pb 0.123 0.559 0.532
C 4.580 -0.429 -1.389
C 4.499 1.134 -1.516
N 3.532 1.708 -0.611
C 4.012 2.302 0.606
C 4.589 1.253 1.559
S 3.357 0.033 2.160
C 4.019 -1.527 1.479
C 3.430 -2.005 0.149
N 3.368 -0.970 -0.843
H 5.400 -0.683 -0.713
H 4.842 -0.854 -2.372
H 4.217 1.392 -2.538
H 5.500 1.552 -1.334
H 2.828 2.255 -1.083
H 3.175 2.796 1.099
H 4.798 3.064 0.433
H 4.994 1.755 2.441
H 5.394 0.698 1.078
H 3.798 -2.277 2.239
H 5.103 -1.397 1.426
H 2.410 -2.329 0.334
H 4.031 -2.885 -0.159
H 2.634 -1.115 -1.517
C 0.010 1.266 -1.888
Si -0.459 2.342 -3.307
C -2.229 3.077 -3.428
N -2.903 3.219 -2.155
C -2.341 4.182 -1.230
C -3.420 5.022 -0.544
C -4.445 5.456 -1.588
C -5.209 4.235 -2.118
C -4.319 2.970 -2.061
C 0.915 3.639 -3.599
C 0.780 5.024 -3.657
C 1.873 5.852 -3.884
C 3.134 5.306 -4.072
C 3.295 3.927 -4.036
C 2.197 3.115 -3.798
C -0.481 1.474 -5.036
C -1.279 0.337 -5.211
C -1.452 -0.249 -6.456
C -0.844 0.304 -7.575
C -0.040 1.424 -7.429
C 0.143 1.991 -6.174
H 1.050 0.955 -2.079
H -0.604 0.372 -2.027
H -2.787 2.342 -4.012
H -2.240 4.015 -4.026
H -1.690 4.867 -1.793
H -1.720 3.669 -0.480
H -2.956 5.889 -0.070
H -3.907 4.439 0.243
H -3.909 5.937 -2.413
H -5.142 6.191 -1.176
H -5.551 4.427 -3.139
H -6.099 4.052 -1.507
H -4.598 2.280 -2.857
H -4.508 2.442 -1.121
H -0.200 5.474 -3.531
H 1.745 6.928 -3.918
H 3.990 5.949 -4.242
H 4.272 3.488 -4.202
H 2.316 2.036 -3.782
H -1.788 -0.084 -4.348
H -2.067 -1.136 -6.559
H -0.994 -0.135 -8.555
H 0.443 1.863 -8.296
H 0.776 2.866 -6.079
F -5.603 -3.767 -0.388
C -4.909 -2.695 -0.885
F -5.838 -1.720 -1.013
F -4.547 -3.067 -2.130
C -3.771 -2.338 0.018
C -3.565 -3.114 1.137
C -2.556 -2.777 2.026
C -1.810 -1.657 1.739
N -1.951 -0.904 0.650
C -2.924 -1.211 -0.269
S -3.130 -0.274 -1.655
H -4.190 -3.978 1.319
H -2.357 -3.355 2.916
H -1.020 -1.351 2.408
C -0.498 -2.407 -2.913
C -0.526 -3.513 -1.900
C -1.049 -4.776 -2.242
C -1.112 -5.760 -1.299
C -0.675 -5.502 0.017
C -0.726 -6.432 1.074
Br -1.371 -8.218 0.777
C -0.313 -6.106 2.340
C 0.178 -4.835 2.586
Br 0.717 -4.384 4.360
C 0.317 -3.808 1.613
O 0.783 -2.677 1.882
C -0.155 -4.199 0.274
N -0.084 -3.258 -0.689
H -0.337 -2.783 -3.925
H 0.268 -1.679 -2.663
H -1.456 -1.880 -2.888
H -1.406 -4.953 -3.250
H -1.502 -6.738 -1.546
H -0.376 -6.831 3.140
C -4.431 3.426 3.226
C -4.321 2.027 2.609
C -3.617 2.099 1.251
C -3.743 0.986 3.570
C -4.654 0.044 4.039
C -4.295 -0.913 4.967
C -2.990 -0.949 5.416
C -2.021 -0.061 4.952
C -0.654 -0.236 5.616
C -0.516 0.736 6.800
C 0.589 -0.187 4.735
C -2.408 0.923 4.017
N -1.489 1.958 3.649
B -0.485 2.150 2.601
N 0.183 3.375 3.069
C -0.445 3.848 4.228
C -1.431 3.010 4.569
C 1.446 3.948 2.755
C 1.591 4.715 1.591
C 2.797 5.356 1.337
C 3.863 5.250 2.210
C 3.725 4.477 3.350
C 2.536 3.818 3.644
C 2.487 2.986 4.915
C 3.627 1.962 4.971
C 2.525 3.877 6.162
C 0.415 4.940 0.661
C -0.189 6.320 0.954
C 0.798 4.817 -0.811
H -5.022 4.069 2.569
H -3.450 3.879 3.348
H -4.920 3.388 4.204
H -5.346 1.699 2.414
H -2.693 2.675 1.306
H -4.285 2.567 0.524
H -3.368 1.108 0.881
H -5.674 0.068 3.672
H -5.020 -1.626 5.340
H -2.706 -1.689 6.156
H -0.674 -1.241 6.044
H -0.482 1.770 6.456
H 0.406 0.519 7.346
H -1.360 0.632 7.486
H 0.738 0.785 4.273
H 0.561 -0.942 3.948
H 1.466 -0.413 5.347
H -0.166 4.790 4.672
H -2.111 3.070 5.403
H 2.902 5.969 0.450
H 4.798 5.755 2.000
H 4.558 4.394 4.038
H 1.557 2.424 4.927
H 4.597 2.443 5.123
H 3.659 1.379 4.051
H 3.459 1.274 5.803
H 3.433 4.485 6.178
H 2.502 3.264 7.067
H 1.668 4.550 6.189
H -0.340 4.183 0.876
H 0.577 7.097 0.886
H -0.613 6.345 1.960
H -0.980 6.554 0.239
H -0.083 4.945 -1.435
H 1.207 3.828 -1.020
H 1.535 5.564 -1.114
*
```

Atomic partial charges in e from the Mulliken method, atoms 1 to 4:
1 Pb 1.64
2 C -1.11
3 C -0.58
4 N 1.29

***

(7)
The following is a DFT calculation (the ωB97M-V functional and the def2-TZVPD basis) of a molecular structure, C13H13ClEuN2O2S at a distorted geometry.

Computed properties:
* E_LUMO (spin up / spin down): -7.76 / -11.04 eV

```
! RIJCOSX wB97M-V def2-TZVPD def2/J DEFGRID3
* xyz 2 8
C 5.175 -1.668 1.601
C 4.549 -1.380 0.350
C 3.792 -0.996 -1.091
C 2.445 -0.092 -0.728
C 0.903 -0.615 -1.053
Cl 0.637 -2.245 -1.892
C -0.364 0.347 -0.655
C -1.951 0.042 -0.922
C -2.446 -1.475 -0.553
C -4.081 -1.476 -0.354
C -4.515 -1.183 1.201
O -3.637 -1.830 2.212
C 0.018 1.808 0.059
N -0.944 2.897 0.492
S -0.087 4.281 1.177
N 1.615 3.775 1.070
C 1.523 2.402 0.405
C 2.767 1.388 -0.021
O 4.174 1.833 0.212
H 5.307 -1.647 2.787
H 4.603 -0.369 -1.705
H 3.506 -1.982 -1.663
H -2.557 0.774 -0.199
H -2.253 0.380 -2.017
H -1.850 -1.996 0.315
H -2.241 -2.138 -1.525
H -4.595 -2.444 -0.788
H -4.486 -0.561 -1.004
H -5.648 -1.534 1.318
H -4.445 -0.001 1.353
H -2.776 -1.306 2.257
H 4.411 2.395 -0.602
Eu 3.452 4.616 -0.039
*
```

Atomic partial charges in e from the natural (NBO) method, atoms 1 to 4:
1 C 0.07
2 C 0.33
3 C -0.52
4 C -0.12

***

(8)
The following is a DFT calculation (the ωB97M-V functional and the def2-TZVPD basis) of C3H3IO2 in the gas phase at a distorted geometry.

Computed properties:
* energy relative to the best compared isomer or geometry (same formula, charge and spin): 115.1 kcal per mole
* SMILES: C#C[C@@H](I)OO
* E_LUMO: -0.33 eV

```
! RIJCOSX wB97M-V def2-TZVPD def2/J DEFGRID3
* xyz 0 1
C 1.565 -0.348 -1.796
C 0.582 -0.150 -1.106
C -0.584 0.032 -0.136
I -0.569 -1.882 1.122
O -0.230 1.060 0.753
O -1.121 1.128 1.803
H 2.486 -0.477 -2.418
H -1.585 0.049 -0.701
H -0.543 0.586 2.480
*
```

Atomic partial charges in e from the natural (NBO) method, atoms 1 to 4:
1 C -0.19
2 C -0.08
3 C -0.01
4 I -0.01

***

no.,electronic energy (a.u.)
1,-2456.61708
2,-760.90117
3,-383.68499
4,-157.12477
5,-247.24498
6,-9812.75002
7,-2330.37122
8,-564.08535